Entry from the OMol25 dataset: a structure of composition C15H22Cl2NO3W in a non-equilibrium geometry (ωB97M-V/def2-TZVPD).

Properties
Gap between HOMO and LUMO (alpha / beta): 6.130 / 6.530 eV
Largest force on an atom: 3.8 eV/A
Multiplicity: 2
LUMO energy (alpha / beta): -0.95 / -0.96 eV
Energy relative to the best compared isomer or geometry (same formula, charge and spin): 0.0000 eV

Cartesian coordinates (Å):
C -0.246 -2.935 0.048
C 0.152 -2.262 -1.177
C -0.829 -1.262 -1.461
C 1.244 -2.703 -2.074
C -1.806 -1.272 -0.405
C -1.482 -2.335 0.498
C -2.248 -2.725 1.705
C 0.455 -4.077 0.691
C -0.914 -0.454 -2.697
C -3.011 -0.409 -0.297
W 0.200 -0.824 0.654
Cl 2.221 0.817 -1.820
Cl 2.514 -1.321 1.055
O -0.326 0.850 0.356
H 2.139 -2.966 -1.511
H 1.527 -1.899 -2.752
H 0.982 -3.588 -2.670
H 0.083 -0.047 -2.928
H -1.564 0.413 -2.547
H -1.309 -1.027 -3.555
H -2.831 0.594 -0.715
H -3.309 -0.275 0.751
H -3.834 -0.924 -0.814
H -3.238 -2.248 1.685
H -1.797 -2.368 2.639
H -2.210 -3.820 1.780
H 1.538 -4.094 0.520
H 0.016 -5.009 0.322
H 0.304 -4.070 1.772
H -0.667 2.011 -0.687
O -0.169 -0.894 2.530
H 0.610 -0.575 3.109
O -0.922 2.895 -1.109
N -0.209 3.804 -0.371
C 1.142 3.758 -0.301
C 1.829 4.757 0.374
C 1.117 5.767 1.018
C -0.276 5.778 0.939
C -0.930 4.800 0.200
H 1.646 2.905 -0.781
H 2.920 4.718 0.381
H 1.630 6.541 1.579
H -0.878 6.532 1.439
H -2.010 4.765 0.063

Atom charges from the Löwdin analysis, given in e for atoms 1 to 4: C -0.3653; C -0.3326; C -0.2921; C -0.0476

---

Entry from the OMol25 dataset: a structure of composition C39H52F44NO12PSi2 (ωB97M-V/def2-TZVPD).

Properties
Gap between HOMO and LUMO: 10.083 eV
Largest force on an atom: 0.9 eV/A
LUMO energy: 0.41 eV

Cartesian coordinates (Å):
C -2.177 2.838 -0.268
C -2.873 1.778 -1.106
O -2.338 0.471 -0.785
P -2.404 -0.805 -1.746
O -1.367 -1.791 -1.391
C -4.028 -1.573 -1.590
C -5.286 -0.704 -1.779
Si -6.775 -1.293 -0.825
C -6.504 -1.732 0.982
C -5.262 -1.138 1.672
N -4.966 0.225 1.193
O -7.978 -0.154 -1.041
Si -8.395 1.121 -0.106
C -10.260 1.150 0.080
O -10.935 1.239 -1.169
C -11.019 0.032 -1.867
O -10.302 0.174 -3.057
C -9.758 -1.022 -3.580
C -8.471 -0.664 -4.314
O -7.770 -1.877 -4.587
C -7.818 2.799 -0.904
F -8.784 3.736 -0.724
F -6.713 3.253 -0.225
C -7.422 2.874 -2.374
F -6.444 1.975 -2.617
F -8.462 2.563 -3.145
O -2.244 -0.167 -3.195
C -2.515 -0.962 -4.368
C -3.796 -0.518 -5.072
H -2.014 2.494 0.755
H -1.237 3.160 -0.717
H -2.849 3.704 -0.239
H -3.945 1.793 -0.898
H -2.742 1.980 -2.172
H -3.975 -2.040 -0.601
H -4.031 -2.400 -2.312
H -5.588 -0.713 -2.835
H -5.112 0.336 -1.525
H -7.257 -2.527 -1.496
H -6.433 -2.829 1.003
H -7.399 -1.496 1.574
H -4.391 -1.785 1.523
H -5.433 -1.138 2.757
H -5.289 0.912 1.863
H -3.963 0.359 1.123
H -7.789 1.110 1.242
H -10.570 2.004 0.693
H -10.573 0.252 0.640
H -12.079 -0.181 -2.070
H -10.587 -0.792 -1.276
H -9.517 -1.736 -2.782
H -10.474 -1.490 -4.269
H -8.693 -0.138 -5.249
H -7.888 0.009 -3.675
H -6.831 -1.702 -4.548
H -7.060 3.871 -2.636
H -2.519 -2.024 -4.103
H -1.648 -0.805 -5.013
H -4.466 -1.358 -5.271
H -3.579 0.005 -6.006
H -4.334 0.190 -4.433
C 1.949 -1.040 1.440
C 0.862 -2.119 1.460
C -0.581 -1.652 1.669
F -0.722 -1.046 2.875
F -1.392 -2.739 1.669
F 1.158 -3.090 2.356
F 0.896 -2.668 0.221
O 2.662 -0.778 2.638
C 2.238 0.093 3.578
C 1.938 -0.580 4.929
F 1.053 -1.580 4.786
F 1.410 0.347 5.762
F 1.199 0.845 3.167
F 3.263 0.956 3.829
H 2.706 -1.435 0.767
H 1.564 -0.124 0.992
H -0.907 -0.975 0.878
H 2.864 -0.968 5.356
C 7.365 -3.719 1.147
C 8.203 -3.986 -0.108
C 8.284 -2.882 -1.169
F 7.064 -2.577 -1.647
F 9.044 -3.327 -2.194
F 7.830 -5.150 -0.685
F 9.490 -4.130 0.329
O 6.048 -4.229 1.175
C 4.980 -3.555 0.673
C 4.317 -4.281 -0.511
F 5.223 -4.550 -1.473
F 3.368 -3.475 -1.027
F 5.280 -2.282 0.360
F 4.038 -3.514 1.646
H 7.875 -4.274 1.932
H 7.401 -2.663 1.418
H 8.748 -1.987 -0.748
H 3.865 -5.214 -0.169
C 3.526 4.565 1.047
C 2.096 4.047 0.868
C 1.775 2.636 1.372
F 2.536 1.712 0.752
F 0.479 2.368 1.091
F 1.703 4.173 -0.418
F 1.302 4.864 1.623
O 4.405 4.454 -0.055
C 5.141 3.341 -0.312
C 4.762 2.666 -1.644
F 3.448 2.382 -1.687
F 5.456 1.512 -1.749
F 5.120 2.465 0.705
F 6.428 3.740 -0.470
H 3.416 5.638 1.183
H 3.972 4.166 1.960
H 1.926 2.567 2.451
H 5.020 3.326 -2.474
C 7.664 -8.114 1.186
C 8.346 -7.381 2.346
C 9.369 -8.144 3.194
F 8.807 -9.216 3.782
F 9.825 -7.317 4.160
F 7.424 -6.800 3.141
F 9.072 -6.377 1.758
O 6.382 -8.657 1.422
C 6.188 -9.898 1.943
C 5.488 -9.862 3.314
F 6.164 -9.080 4.176
F 5.453 -11.118 3.808
F 7.322 -10.616 1.990
F 5.333 -10.550 1.118
H 7.488 -7.335 0.446
H 8.340 -8.845 0.739
H 10.210 -8.464 2.575
H 4.471 -9.485 3.196
C 0.687 9.289 0.552
C 1.691 8.381 1.268
C 2.767 9.028 2.147
F 3.546 9.860 1.434
F 3.548 8.041 2.648
F 2.275 7.539 0.388
F 0.951 7.633 2.139
O 0.947 9.621 -0.794
C 1.724 10.677 -1.158
C 2.995 10.245 -1.912
F 3.701 9.355 -1.190
F 3.761 11.337 -2.118
F 2.017 11.476 -0.120
F 1.010 11.412 -2.044
H -0.223 8.691 0.505
H 0.469 10.173 1.154
H 2.309 9.572 2.976
H 2.720 9.802 -2.871

Atom charges from the Löwdin analysis, given in e for atoms 1 to 4: C -0.0597; C -0.2580; O -0.2086; P 0.4774

---

Entry from the OMol25 dataset: a cluster of 2 separate species, C5H12N4 in total in a non-equilibrium geometry (ωB97M-V/def2-TZVPD).

Properties
Gap between HOMO and LUMO: 9.074 eV
Largest force on an atom: 2.9 eV/A
LUMO energy: 0.90 eV
Energy relative to the best compared isomer or geometry (same formula, charge and spin): 2.5124 eV

Cartesian coordinates (Å):
C -1.262 1.605 -0.506
C -0.770 0.194 -0.645
C -1.328 -0.815 0.382
C -2.102 -0.523 1.422
N -0.349 -0.210 -1.785
H -0.525 -1.197 -1.966
H -1.194 -1.850 0.084
H -0.874 2.028 0.420
H -0.903 2.198 -1.344
H -2.349 1.643 -0.478
H -2.306 0.493 1.723
H -2.543 -1.294 2.036
N 2.160 0.836 -0.922
N 1.867 -1.551 0.445
C 1.516 -0.329 0.962
N 1.486 0.781 0.305
H 1.654 0.279 -1.617
H 2.159 1.808 -1.211
H 2.429 -1.509 -0.394
H 2.055 -2.291 1.101
H 1.179 -0.296 1.988

Atom charges from the Löwdin analysis, given in e for atoms 1 to 4: C -0.0702; C -0.4643; C -0.1426; C 0.0149

---

Entry from the OMol25 dataset: a cluster of 2 separate species, C3H12N2O in total in a non-equilibrium geometry (ωB97M-V/def2-TZVPD).

Properties
Gap between HOMO and LUMO: 9.734 eV
Largest force on an atom: 4.8 eV/A
LUMO energy: 0.89 eV
Energy relative to the best compared isomer or geometry (same formula, charge and spin): 2.0748 eV

Cartesian coordinates (Å):
N -0.063 -2.733 0.167
C 0.958 -1.681 0.323
C 0.915 -0.630 -0.702
N 0.537 0.736 -0.285
C 0.409 1.696 -1.427
H -0.846 -2.568 0.835
H 0.396 -3.697 0.247
H 0.983 -1.146 1.325
H 2.087 -1.992 0.307
H 2.024 -0.635 -1.161
H 0.242 -0.785 -1.608
H 1.337 1.097 0.249
H -0.552 2.151 -1.305
H 1.245 2.511 -1.349
H 0.577 1.322 -2.369
H -1.554 2.064 1.676
H -3.108 1.577 2.123
O -2.479 2.221 1.586

Atom charges from the Löwdin analysis, given in e for atoms 1 to 4: N -0.0242; C -0.3398; C -0.3132; N -0.1407